No. 1
Entry from the OMol25 dataset: 2 unconnected molecules or ions with the total composition C4H6NO in a non-equilibrium geometry (wB97M-V/def2-TZVPD).

Last column: Löwdin charge in e.
Atoms and positions in Å:
C: 0.296 -1.497 -0.466  -0.02
C: -1.548 -0.567 0.951  -0.09
C: -0.404 2.585 -1.671  0.36
C: -1.036 -1.013 -0.371  -0.34
N: 0.203 -0.282 -0.918  0.12
O: -0.676 1.506 -1.779  0.28
H: 1.022 -2.263 -0.436  0.12
H: -0.693 -0.239 1.505  0.06
H: -1.785 -1.391 1.598  0.07
H: -2.545 0.140 1.012  0.14
H: -0.129 3.559 -1.307  0.19
H: -1.735 -1.490 -1.030  0.12

Summary:
Largest force on an atom = 4.27 eV Å⁻¹
Electronic energy = -285.53610 Ha
HOMO level = -13.8 eV
Molecular weight = 84.10 g mol⁻¹
Lowest unoccupied orbital energy = -6.8 eV
Relative energy (zero: lowest compared OMol25 entry of this formula, charge and spin) = 488.61 kJ/mol
Orbital gap = 7.0 eV
Charge = +1

=====

No. 2
Entry from the OMol25 dataset: a gas-phase ion, C4H6NO (charge +1) in a non-equilibrium geometry (wB97M-V/def2-TZVPD).

Last column: Löwdin charge in e.
Atoms and positions in Å:
C: 0.209 1.320 0.003  0.04
C: 1.238 0.545 -0.200  -0.10
C: -1.056 0.545 0.006  -0.23
C: 1.559 -0.851 -0.092  0.19
N: -0.948 -0.878 0.129  0.02
O: 2.513 -0.020 0.092  0.26
H: 0.291 2.393 0.221  0.15
H: -1.666 0.997 0.763  0.14
H: -1.496 0.657 -0.963  0.13
H: 1.570 -1.874 -0.319  0.15
H: -1.374 -1.330 0.997  0.15
H: -0.840 -1.504 -0.637  0.09

Summary:
Largest force on an atom = 4.35 eV Å⁻¹
Electronic energy = -285.54432 Ha
HOMO level (spin up / spin down) = -14.3 / -14.3 eV
Molecular weight = 84.10 g mol⁻¹
Lowest unoccupied orbital energy (spin up / spin down) = -6.5 / -6.5 eV
Relative energy (zero: lowest compared OMol25 entry of this formula, charge and spin) = 467.03 kJ/mol
Orbital gap (spin up / spin down) = 7.9 / 7.9 eV
Charge = +1

=====

No. 3
Entry from the OMol25 dataset: a gas-phase ion, C4H6NO2 (charge -1) in a non-equilibrium geometry (wB97M-V/def2-TZVPD).

Last column: Löwdin charge in e.
Atoms and positions in Å:
C: -2.312 0.341 0.240  -0.87
C: -0.306 -0.560 -0.698  -0.28
C: 0.905 0.328 -0.486  -0.12
C: 1.883 0.028 0.561  -0.16
N: -1.256 -0.465 0.373  0.09
O: -2.345 1.467 -0.239  -0.03
O: -3.309 -0.443 0.571  -0.08
H: -0.767 -0.257 -1.572  0.08
H: 0.118 -1.567 -0.519  0.11
H: 0.979 1.322 -0.888  0.07
H: 1.346 -0.532 1.329  0.06
H: 2.453 0.938 1.099  0.11
H: 2.611 -0.601 0.228  0.01

Summary:
Largest force on an atom = 3.84 eV Å⁻¹
Electronic energy = -361.16368 Ha
HOMO level (spin up / spin down) = -3.8 / -3.9 eV
Molecular weight = 100.10 g mol⁻¹
Lowest unoccupied orbital energy (spin up / spin down) = 3.9 / 3.9 eV
Relative energy (zero: lowest compared OMol25 entry of this formula, charge and spin) = 378.13 kJ/mol
Orbital gap (spin up / spin down) = 7.7 / 7.9 eV
Charge = -1

=====

No. 4
Entry from the OMol25 dataset: a gas-phase ion, C4H6NO2 (charge -1) in a non-equilibrium geometry (wB97M-V/def2-TZVPD).

Last column: Löwdin charge in e.
Atoms and positions in Å:
C: -0.504 0.637 -0.928  -0.12
C: -1.530 1.502 -0.855  -0.33
C: -0.651 -0.434 0.077  -0.39
C: 0.639 -0.661 0.926  -0.07
N: -1.724 -0.080 1.060  -0.13
O: -2.644 -0.930 1.255  -0.18
O: -2.408 1.401 0.096  -0.14
H: 0.429 0.748 -1.312  0.03
H: -1.612 2.475 -1.379  0.09
H: -0.822 -1.418 -0.305  0.10
H: 0.742 -1.752 1.213  0.09
H: 0.813 -0.044 1.734  0.03
H: 1.430 -0.399 0.292  0.03

Summary:
Largest force on an atom = 2.97 eV Å⁻¹
Electronic energy = -361.13345 Ha
HOMO level = -2.5 eV
Molecular weight = 100.10 g mol⁻¹
Lowest unoccupied orbital energy = 4.4 eV
SMILES string = C[C@H](/C=C\[O-])N=O
Relative energy (zero: lowest compared OMol25 entry of this formula, charge and spin) = 457.50 kJ/mol
Orbital gap = 6.8 eV
Charge = -1

=====

No. 5
Entry from the OMol25 dataset: a gas-phase ion, C4H6NO2 (charge +1) in a non-equilibrium geometry (wB97M-V/def2-TZVPD).

Last column: Löwdin charge in e.
Atoms and positions in Å:
C: -1.026 0.909 0.252  0.35
C: -0.321 -0.051 -0.257  -0.27
C: 0.964 -0.538 0.426  -0.05
C: -0.631 -0.794 -1.570  0.03
N: 0.589 1.302 1.660  -0.09
O: 0.585 1.956 2.615  0.24
O: 1.564 0.491 1.256  0.05
H: -1.826 1.655 0.307  0.13
H: 0.749 -1.454 1.011  0.17
H: 1.773 -0.755 -0.259  0.15
H: -1.766 -0.764 -1.597  0.13
H: -0.390 -1.834 -1.619  0.10
H: -0.264 -0.122 -2.224  0.06

Summary:
Largest force on an atom = 5.48 eV Å⁻¹
Electronic energy = -360.75525 Ha
HOMO level (spin up / spin down) = -16.0 / -16.0 eV
Molecular weight = 100.10 g mol⁻¹
Lowest unoccupied orbital energy (spin up / spin down) = -5.9 / -5.9 eV
Relative energy (zero: lowest compared OMol25 entry of this formula, charge and spin) = 574.15 kJ/mol
Orbital gap (spin up / spin down) = 10.1 / 10.1 eV
Charge = +1

=====

No. 6
Entry from the OMol25 dataset: a gas-phase ion, C4H6NO2 (charge +1) in a non-equilibrium geometry (wB97M-V/def2-TZVPD).

Last column: Löwdin charge in e.
Atoms and positions in Å:
C: -1.303 -0.728 -2.286  0.15
C: -0.373 -0.572 -1.313  -0.08
C: -0.550 0.017 -0.035  -0.24
C: 0.953 0.775 1.943  0.00
N: 0.911 0.024 0.777  -0.10
O: -1.388 0.563 0.628  0.20
O: 1.843 -0.615 0.487  0.26
H: -1.038 -1.234 -3.198  0.08
H: -2.445 -0.501 -2.288  0.14
H: 0.636 -0.857 -1.773  0.15
H: 1.184 0.183 2.931  0.18
H: -0.007 1.237 2.225  0.11
H: 1.577 1.706 1.902  0.16

Summary:
Largest force on an atom = 5.67 eV Å⁻¹
Electronic energy = -360.81866 Ha
HOMO level = -15.8 eV
Molecular weight = 100.10 g mol⁻¹
Lowest unoccupied orbital energy = -7.3 eV
SMILES string = C=CC(=O)[N+](C)=O
Relative energy (zero: lowest compared OMol25 entry of this formula, charge and spin) = 407.68 kJ/mol
Orbital gap = 8.5 eV
Charge = +1

=====

No. 7
Entry from the OMol25 dataset: a molecular structure, C4H6NO2 in a non-equilibrium geometry (wB97M-V/def2-TZVPD).

Last column: Löwdin charge in e.
Atoms and positions in Å:
C: -2.309 0.484 -0.715  -0.08
C: 0.523 -0.409 -0.220  -0.27
C: -2.702 -0.062 0.560  0.06
C: 2.790 0.309 0.126  0.04
N: -1.288 0.104 -0.214  0.16
O: 0.534 -1.511 -0.609  0.25
O: 1.342 0.532 0.138  0.04
H: -2.748 0.887 -1.677  0.18
H: -2.775 0.497 1.554  0.13
H: -2.837 -1.202 0.686  0.14
H: 3.074 -0.757 -0.149  0.13
H: 3.026 0.411 1.200  0.13
H: 3.372 0.716 -0.679  0.11

Summary:
Largest force on an atom = 5.68 eV Å⁻¹
Electronic energy = -360.82332 Ha
HOMO level = -16.1 eV
Molecular weight = 100.10 g mol⁻¹
Lowest unoccupied orbital energy = -4.5 eV
Relative energy (zero: lowest compared OMol25 entry of this formula, charge and spin) = 395.44 kJ/mol
Orbital gap = 11.6 eV
Charge = +1

=====

No. 8
Entry from the OMol25 dataset: a gas-phase ion, C4H6NO3 (charge -1) in a non-equilibrium geometry (wB97M-V/def2-TZVPD).

Last column: Löwdin charge in e.
Atoms and positions in Å:
O: -0.933 -1.459 1.534  -0.07
C: -0.432 -0.316 1.623  -0.72
O: -0.172 0.364 2.631  -0.08
C: -0.232 0.431 0.239  -0.34
C: 0.273 -0.509 -0.858  -0.15
C: 1.727 -0.566 -1.032  -0.29
O: 2.366 -1.541 -1.357  0.02
N: -1.464 1.092 -0.161  0.04
H: 0.582 1.118 0.484  0.12
H: -0.199 -0.272 -1.820  0.12
H: -0.080 -1.530 -0.691  0.11
H: 2.286 0.383 -0.871  0.12
H: -1.442 2.090 -0.033  0.05
H: -2.279 0.715 0.311  0.07

Summary:
Largest force on an atom = 1.38 eV Å⁻¹
Electronic energy = -436.54909 Ha
HOMO level = -4.1 eV
Molecular weight = 116.10 g mol⁻¹
Lowest unoccupied orbital energy = 3.9 eV
SMILES string = N[C@H](CC=O)C(=O)[O-]
Relative energy (zero: lowest compared OMol25 entry of this formula, charge and spin) = 131.53 kJ/mol
Orbital gap = 8.1 eV
Charge = -1